C56H48Cl4O5PS2Ta as an isolated structure, computed with the ωB97M-V functional and the def2-TZVPD basis.

Structure (XYZ):
```
117
Properties=species:S:1:pos:R:3:forces:R:3
Ta 0.9059 0.0618 0.8860 -0.7 0.5 0.2
Cl 0.2929 2.4853 -1.5734 0.0 -0.1 -0.1
C 1.2962 3.7043 -0.8581 0.1 0.1 0.1
C 1.0690 5.0167 -1.2298 0.0 -0.1 0.0
C 1.8531 6.0208 -0.6911 0.1 0.0 0.0
C 2.8391 5.7048 0.2267 0.0 0.1 0.0
C 3.0503 4.3849 0.5869 0.0 -0.1 0.0
Cl 4.2980 4.0577 1.7464 0.0 0.0 0.0
C 2.3038 3.3326 0.0415 -0.1 -0.1 0.0
S 2.7756 1.6684 0.3593 0.1 -0.1 0.0
H 0.2768 5.2396 -1.9299 0.0 0.0 0.0
H 1.6827 7.0508 -0.9728 0.0 0.0 0.0
H 3.4518 6.4753 0.6733 0.0 0.0 0.0
C -5.2821 0.8140 2.3835 0.0 0.0 -0.1
C -4.7793 0.8476 0.9480 -0.1 0.0 0.2
C -5.8963 1.0382 -0.0563 0.0 0.1 0.0
O -4.1027 -0.3458 0.6226 0.1 0.1 0.1
C -2.7245 -0.1621 0.9134 -0.1 0.0 0.1
C -2.5100 1.3464 0.6517 0.1 0.0 0.0
O -3.8145 1.8905 0.8016 0.0 -0.1 -0.2
C -1.5299 2.0688 1.6152 -0.2 0.0 0.1
O -0.2913 1.4300 1.4728 0.5 -0.4 -0.2
C -2.0219 1.9754 3.0692 0.1 0.0 -0.1
C -1.5537 0.9745 3.9122 0.0 0.0 0.0
C -2.0280 0.8676 5.2137 0.0 0.0 0.0
C -2.9688 1.7670 5.6901 0.0 0.0 0.0
C -3.4272 2.7792 4.8586 0.0 0.0 0.0
C -2.9571 2.8839 3.5600 0.0 0.0 0.0
C -1.3537 3.5495 1.2750 0.0 0.0 0.0
C -0.3724 4.2440 1.9817 0.0 0.0 0.0
C -0.2304 5.6114 1.8354 0.0 0.0 0.0
C -1.0655 6.3078 0.9696 0.0 0.0 0.0
C -2.0174 5.6196 0.2378 0.0 0.0 0.0
C -2.1624 4.2436 0.3883 0.0 0.0 0.0
C -1.9484 -1.2410 0.1223 -0.2 -0.2 -0.1
O -0.5807 -0.9603 0.2105 0.4 0.2 -0.2
C -2.2324 -2.5919 0.8087 0.1 0.1 0.0
C -3.4656 -3.2218 0.6501 0.0 0.0 0.0
C -3.7154 -4.4392 1.2611 0.0 0.0 0.0
C -2.7375 -5.0489 2.0363 0.0 0.0 0.0
C -1.5096 -4.4283 2.1945 0.0 0.0 0.0
C -1.2569 -3.2050 1.5841 0.0 0.0 0.0
C -2.3195 -1.3665 -1.3675 0.0 0.0 0.1
C -1.9026 -2.5165 -2.0339 0.0 0.1 0.0
C -2.1533 -2.7002 -3.3829 0.0 0.0 0.0
C -2.8505 -1.7366 -4.0972 0.0 0.0 0.0
C -3.2833 -0.5924 -3.4466 0.0 0.0 0.0
C -3.0182 -0.4077 -2.0948 0.0 0.0 0.1
H -6.0476 0.0445 2.4847 0.0 0.0 0.0
H -5.7052 1.7823 2.6484 0.0 0.0 0.0
H -4.4632 0.5979 3.0694 0.0 0.0 0.0
H -6.5443 0.1629 -0.0462 0.0 0.0 0.0
H -5.4849 1.1642 -1.0574 0.0 0.0 0.0
H -6.4828 1.9192 0.2022 0.0 0.0 0.0
H -2.5335 -0.3562 1.9755 0.0 0.0 0.0
H -2.1455 1.5317 -0.3611 0.1 0.0 -0.1
H -0.8018 0.2828 3.5597 0.0 0.0 0.0
H -1.6485 0.0814 5.8538 0.0 0.0 0.0
H -3.3357 1.6881 6.7054 0.0 0.0 0.0
H -4.1551 3.4929 5.2240 0.0 0.0 0.0
H -3.3219 3.6749 2.9188 0.0 0.0 0.0
H 0.2687 3.6971 2.6633 0.0 0.0 0.0
H 0.5308 6.1357 2.3990 0.0 0.0 0.0
H -0.9641 7.3801 0.8605 0.0 0.0 0.0
H -2.6649 6.1517 -0.4481 0.0 0.0 0.0
H -2.9342 3.7276 -0.1649 0.0 0.0 0.0
H -4.2254 -2.7588 0.0365 0.0 0.0 0.0
H -4.6775 -4.9175 1.1271 0.0 0.0 0.0
H -2.9339 -6.0010 2.5124 0.0 0.0 0.0
H -0.7376 -4.8910 2.7962 0.0 0.0 0.0
H -0.2966 -2.7281 1.7164 0.0 0.0 0.0
H -1.3860 -3.2852 -1.4747 0.0 0.0 0.0
H -1.8142 -3.6020 -3.8770 0.0 0.0 0.0
H -3.0713 -1.8855 -5.1467 0.0 0.0 0.0
H -3.8486 0.1567 -3.9877 0.0 0.0 0.0
H -3.4008 0.4765 -1.6107 0.0 0.0 0.0
Cl 1.0166 1.3549 -5.3904 0.0 0.0 0.0
C -0.1731 0.5214 -4.3733 0.0 0.0 0.0
Cl 0.5771 -0.4316 -3.0908 0.0 0.0 -0.1
H -0.7491 -0.1516 -4.9979 0.0 0.0 0.0
H -0.8060 1.2714 -3.9127 0.0 0.0 0.0
S 1.4678 -0.8090 2.7964 0.1 -0.2 0.3
O 2.1370 -1.1754 -0.2735 0.1 0.3 -0.2
P 3.3357 -1.9120 -0.8554 -0.3 0.0 0.2
C 4.8441 -1.6141 0.0504 0.1 0.0 -0.1
C 4.7951 -1.2947 1.4044 0.0 0.0 0.0
C 5.9778 -1.0990 2.1002 0.0 0.0 0.0
C 7.1979 -1.2329 1.4548 0.0 0.0 0.0
C 7.2472 -1.5572 0.1053 0.0 0.0 0.0
C 6.0714 -1.7413 -0.6033 0.0 0.0 0.1
C 3.6467 -1.4457 -2.5478 0.0 0.0 0.0
C 3.9704 -0.1115 -2.8069 0.0 0.0 0.0
C 4.1814 0.2948 -4.1108 0.0 0.0 0.0
C 4.0775 -0.6219 -5.1502 0.0 0.0 0.0
C 3.7651 -1.9470 -4.8922 0.0 0.0 0.0
C 3.5441 -2.3645 -3.5870 0.0 0.1 0.0
C 2.9111 -3.6502 -0.7825 0.1 0.0 0.0
C 1.5742 -3.9831 -1.0050 0.0 0.0 0.1
C 1.1747 -5.3052 -0.9157 0.0 0.0 0.0
C 2.1036 -6.2910 -0.6074 0.0 0.0 0.0
C 3.4314 -5.9602 -0.3850 0.1 0.0 0.0
C 3.8402 -4.6362 -0.4685 0.0 0.0 0.0
H 3.8409 -1.1853 1.9066 0.0 0.0 0.0
H 5.9417 -0.8344 3.1484 0.0 0.0 0.0
H 8.1181 -1.0757 2.0022 0.0 0.0 0.0
H 8.2001 -1.6524 -0.3979 0.0 0.0 0.0
H 6.1056 -1.9705 -1.6610 0.0 0.0 0.0
H 4.0236 0.6020 -1.9909 0.0 0.0 0.0
H 4.4125 1.3307 -4.3193 0.0 0.0 0.0
H 4.2328 -0.2965 -6.1707 0.0 0.0 0.0
H 3.6832 -2.6555 -5.7056 0.0 0.0 0.0
H 3.2838 -3.3944 -3.3803 0.0 0.0 0.0
H 0.8505 -3.2055 -1.2155 0.0 0.0 0.0
H 0.1356 -5.5670 -1.0690 0.0 0.0 0.0
H 1.7861 -7.3225 -0.5285 0.0 0.0 0.0
H 4.1474 -6.7306 -0.1319 0.0 0.0 0.0
H 4.8718 -4.3703 -0.2750 0.0 0.0 0.0
```
Positions in Å, forces in eV/Å.

**Frontier orbital gap**: 0.2971 hartree
**2S+1**: 1
**Energy relative to the best compared isomer or geometry (same formula, charge and spin)**: 0.000 eV

Here are the Löwdin charges for atoms 1 to 99, given in e: 1.1364, 0.7438, -0.6387, -0.1205, -0.0900, -0.1232, -0.6894, 0.6655, -0.6755, 0.5495, 0.1082, 0.1106, 0.1037, 0.0314, -0.5677, 0.0256, -0.0152, -0.1388, -0.1624, -0.0204, -0.3618, -0.3588, -0.1377, -0.0351, -0.0655, -0.0906, -0.0805, -0.0330, -0.1676, -0.0163, -0.0763, -0.0997, -0.0778, -0.0323, -0.3515, -0.3297, -0.1490, -0.0241, -0.0748, -0.0954, -0.0745, -0.0275, -0.1320, -0.0535, -0.0806, -0.1085, -0.0828, -0.0135, 0.0950, 0.0959, 0.0824, 0.0954, 0.0814, 0.0931, 0.1588, 0.1234, 0.0309, 0.1051, 0.0992, 0.1033, 0.1239, 0.1362, 0.1096, 0.1032, 0.1029, 0.1125, 0.1209, 0.1012, 0.0980, 0.1038, 0.0520, 0.1080, 0.1058, 0.1040, 0.1081, 0.0968, 0.5412, -0.9960, 0.6311, 0.0153, -0.0015, 0.1353, -0.5557, 0.8527, -0.2823, -0.0722, -0.0537, -0.0678, -0.0714, -0.0759, -0.3309, -0.0909, -0.0862, -0.0861, -0.0710, -0.0773, -0.2680, -0.0617, -0.0602

A 8-piece molecular cluster, C56H48IN7O18S overall in a non-equilibrium geometry, computed with the ωB97M-V functional and the def2-TZVPD basis.

Structure (XYZ):
```
131
Properties=species:S:1:pos:R:3:forces:R:3
C 0.8808 0.1468 0.5317 0.2 -0.8 -0.7
C -0.4272 -0.7814 0.4907 1.1 0.3 -0.2
C -1.3481 -0.6155 1.7953 -1.8 -1.0 -1.6
I -0.4850 0.5856 3.3917 -0.3 -0.4 -0.2
C -2.8152 -0.0227 1.4921 -2.6 0.8 0.0
C -3.1924 0.7816 0.2242 -2.2 -0.5 1.9
C -4.6473 1.3071 -0.0648 0.8 -2.3 4.0
C -5.7073 0.9865 1.0041 2.0 -1.0 0.6
C -5.3214 0.1985 2.3147 1.7 0.2 -1.3
C -3.8967 -0.3145 2.5974 -1.6 2.4 -3.7
C -6.4900 -0.1013 3.3685 0.0 -0.2 1.0
O -6.3474 -0.1332 4.6117 -0.3 -0.2 -4.2
C -7.9323 -0.4082 2.7025 0.7 2.0 -2.5
C -8.2780 0.3077 1.5112 1.4 -1.6 2.8
S -9.9230 -0.1350 0.7596 -4.1 2.5 -1.9
C -10.0026 -2.0143 0.8352 1.6 -0.1 0.8
O -10.0249 0.2336 -0.7008 1.3 -1.2 3.5
O -11.0297 0.5025 1.5878 3.5 -2.3 -1.5
C -7.2628 1.3938 0.8699 0.2 1.4 -1.3
O -7.6284 2.4338 0.2898 1.0 -3.8 2.0
H 1.4400 -0.0421 -0.4586 -0.9 0.6 1.4
H 1.5954 -0.2167 1.3562 -1.2 0.8 -1.0
H 0.6004 1.2579 0.6509 0.6 -1.8 -0.2
H -0.9614 -0.5561 -0.4992 0.4 -0.3 1.7
H -0.0597 -1.8745 0.3937 -0.7 1.7 0.4
H -1.5278 -1.6767 2.2083 0.3 1.9 -0.3
H -2.4069 1.0253 -0.5749 -1.2 -0.5 1.5
H -4.8873 1.8654 -1.0231 0.3 -0.8 1.5
H -3.6791 -0.8766 3.5599 -0.2 0.9 -1.5
H -8.5882 -1.2013 3.1833 0.9 1.3 -0.6
H -8.9148 -2.3556 0.6416 -1.8 0.5 0.1
H -10.2482 -2.2948 1.9122 0.0 0.3 -1.6
H -10.7041 -2.4505 0.0538 0.8 1.0 1.1
O -0.8118 -1.9799 -3.1815 0.3 -0.6 0.2
N -0.3198 -3.0600 -2.8914 0.2 0.6 -0.1
O 0.8670 -3.2371 -2.6502 -0.5 0.0 -0.1
C -1.2094 -4.2218 -2.8329 -0.5 -0.7 0.0
C -2.5609 -4.0686 -3.1371 -0.1 0.1 0.0
C -3.3974 -5.1791 -3.1036 0.2 -0.1 0.1
C -2.8849 -6.4279 -2.7643 0.0 0.0 0.0
C -1.5363 -6.5723 -2.4515 -0.1 0.2 -0.1
C -0.6916 -5.4679 -2.4852 0.1 0.0 0.0
H -2.9724 -3.1011 -3.4030 0.2 -0.1 0.1
H -4.4496 -5.0722 -3.3450 0.1 0.0 0.0
H -3.5400 -7.2937 -2.7446 0.1 0.1 0.0
H -1.1430 -7.5476 -2.1849 0.0 0.1 0.0
H 0.3578 -5.5942 -2.2423 -0.1 0.2 -0.1
O 2.2192 0.8894 -2.5339 0.5 0.2 -0.1
N 3.3260 1.1514 -2.9786 -0.4 0.0 -0.2
O 3.7776 2.2843 -3.0749 -0.3 -0.5 -0.5
C 4.1607 0.0377 -3.4290 0.5 -0.6 -0.3
C 3.6600 -1.2616 -3.3662 -0.2 -0.1 0.1
C 4.4447 -2.3169 -3.8167 0.2 0.3 0.0
C 5.7195 -2.0724 -4.3205 0.0 0.1 -0.1
C 6.2177 -0.7730 -4.3706 -0.3 -0.1 0.1
C 5.4390 0.2894 -3.9249 0.1 0.2 0.0
H 2.6684 -1.4659 -2.9760 0.1 0.2 -0.1
H 4.0616 -3.3314 -3.7781 0.0 0.2 0.1
H 6.3278 -2.8984 -4.6768 -0.2 0.3 0.1
H 7.2121 -0.5889 -4.7608 -0.2 0.1 0.1
H 5.8378 1.2970 -3.9724 -0.2 -0.1 0.1
O 4.4100 2.6294 4.3779 -0.2 -0.2 -0.5
N 4.0919 2.0876 3.3285 -0.1 -0.3 0.6
O 3.5513 0.9910 3.2616 0.3 0.6 -0.2
C 4.3910 2.8047 2.0819 0.1 0.3 -0.8
C 5.0423 4.0353 2.1524 0.0 0.0 0.1
C 5.3549 4.7126 0.9806 -0.1 -0.2 0.0
C 5.0158 4.1667 -0.2519 0.0 -0.1 0.0
C 4.3561 2.9436 -0.3237 0.0 -0.1 0.4
C 4.0386 2.2522 0.8474 0.1 0.1 0.1
H 5.3140 4.4734 3.1064 -0.1 -0.2 0.0
H 5.8679 5.6676 1.0277 -0.1 -0.1 0.1
H 5.2680 4.6977 -1.1651 0.0 -0.1 0.1
H 4.0956 2.5317 -1.2991 0.1 0.4 0.8
H 3.5277 1.2978 0.7807 0.1 0.1 0.2
O 8.1957 -6.1454 -5.7845 -0.6 0.3 0.2
N 7.0905 -5.7163 -5.4890 0.5 0.1 0.2
O 6.8878 -4.8425 -4.6552 0.2 -0.7 -0.4
C 5.9302 -6.2891 -6.1750 -0.7 -0.3 -0.4
C 6.1162 -7.3116 -7.1037 0.1 -0.1 0.0
C 5.0096 -7.8688 -7.7351 -0.1 0.2 0.2
C 3.7314 -7.4026 -7.4417 0.0 0.0 0.0
C 3.5531 -6.3742 -6.5210 0.2 -0.1 -0.1
C 4.6537 -5.8129 -5.8826 0.0 0.1 0.1
H 7.1067 -7.6837 -7.3410 -0.1 0.2 0.2
H 5.1427 -8.6697 -8.4547 0.0 0.1 0.1
H 2.8692 -7.8440 -7.9326 0.1 0.1 0.1
H 2.5547 -6.0127 -6.2984 0.1 0.0 0.0
H 4.5011 -5.0145 -5.1652 0.2 -0.1 -0.1
O -10.8196 5.7719 7.0520 0.5 0.1 -0.2
N -9.7301 6.0257 6.5569 -0.3 0.4 0.2
O -9.3005 7.1556 6.3735 -0.2 -0.5 0.1
C -8.8850 4.8996 6.1526 0.5 -0.7 -0.2
C -9.3539 3.5964 6.3111 -0.1 0.0 0.0
C -8.5579 2.5309 5.9040 0.1 0.2 0.0
C -7.3041 2.7695 5.3484 0.0 0.1 0.0
C -6.8372 4.0730 5.2022 -0.3 -0.1 0.1
C -7.6275 5.1452 5.6039 0.0 0.1 0.0
H -10.3287 3.3969 6.7423 0.1 0.2 -0.1
H -8.9159 1.5127 6.0168 0.0 0.1 0.0
H -6.6881 1.9354 5.0269 -0.1 0.3 0.2
H -5.8581 4.2524 4.7712 -0.1 0.0 0.0
H -7.2534 6.1557 5.4816 -0.2 -0.1 0.1
O 8.8605 1.0899 -4.7802 0.5 0.1 -0.2
N 9.9701 1.3493 -5.2271 -0.2 0.5 0.2
O 10.4276 2.4770 -5.3277 -0.2 -0.6 0.1
C 10.8037 0.2312 -5.6762 0.4 -0.7 -0.3
C 10.3043 -1.0687 -5.6126 -0.1 0.0 0.0
C 11.0901 -2.1243 -6.0622 0.1 0.2 0.0
C 12.3642 -1.8793 -6.5657 0.0 0.0 0.0
C 12.8613 -0.5801 -6.6170 -0.2 -0.1 0.1
C 12.0814 0.4821 -6.1722 0.1 0.1 0.0
H 9.3136 -1.2733 -5.2226 0.1 0.2 0.0
H 10.7082 -3.1392 -6.0230 0.0 0.1 0.0
H 12.9729 -2.7053 -6.9210 -0.1 0.1 0.1
H 13.8563 -0.3955 -7.0078 -0.1 0.0 0.1
H 12.4791 1.4899 -6.2205 -0.2 -0.1 0.1
O -4.6795 6.4599 5.9694 0.2 -0.5 0.3
N -4.2038 5.4924 6.5471 0.1 0.0 -0.5
O -3.7404 4.5105 5.9852 -0.2 0.5 0.3
C -4.1938 5.5089 8.0110 0.0 0.0 0.9
C -4.7467 6.5932 8.6899 -0.1 0.1 0.0
C -4.7567 6.5936 10.0806 0.1 -0.2 -0.1
C -4.2142 5.5207 10.7818 0.0 0.0 0.0
C -3.6542 4.4456 10.0977 -0.1 0.2 -0.1
C -3.6423 4.4353 8.7071 0.0 -0.1 0.0
H -5.1727 7.4350 8.1552 0.1 -0.2 -0.1
H -5.1906 7.4295 10.6190 0.0 -0.1 -0.1
H -4.2288 5.5219 11.8676 0.0 0.0 -0.1
H -3.2302 3.6134 10.6496 0.0 0.1 -0.1
H -3.2060 3.5903 8.1858 -0.1 0.2 -0.1
```
Positions in Å, forces in eV/Å.

**Frontier orbital gap**: 0.2688 hartree
**Structure (SMILES)**: CC[C@@H](I)c1ccc2c(c1)C(=O)C=C(S(C)(=O)=O)C2=O.O=[N+]([O-])c1ccccc1.O=[N+]([O-])c1ccccc1.O=[N+]([O-])c1ccccc1.O=[N+]([O-])c1ccccc1.O=[N+]([O-])c1ccccc1.O=[N+]([O-])c1ccccc1.O=[N+]([O-])c1ccccc1
**2S+1**: 1
**Energy relative to the best compared isomer or geometry (same formula, charge and spin)**: 0.000 eV

Here are the Löwdin charges for atoms 1 to 99, given in e: -0.2091, -0.2843, -0.6710, 0.8669, -0.2154, 0.0101, 0.0332, -0.0378, -0.0365, 0.0357, -0.2725, 0.0356, 0.0561, -0.1487, 0.7301, -0.1507, -0.3701, -0.3694, -0.2523, 0.0892, 0.0610, 0.0529, 0.0735, 0.0896, 0.1156, 0.0915, 0.1026, 0.1122, 0.1144, 0.1275, 0.0823, 0.0685, 0.0859, 0.0780, -0.3368, 0.0596, -0.1455, 0.0017, -0.0643, -0.0711, -0.0663, -0.0028, 0.1207, 0.1100, 0.1088, 0.1092, 0.1181, 0.0705, -0.3332, 0.0389, -0.1345, 0.0063, -0.0552, -0.0552, -0.0494, 0.0144, 0.0964, 0.0945, 0.0726, 0.0719, 0.1214, 0.0670, -0.3431, 0.0476, -0.1395, -0.0078, -0.0700, -0.0597, -0.0452, 0.0161, 0.1173, 0.1072, 0.1116, 0.0621, 0.0996, 0.0815, -0.3280, 0.0441, -0.1371, 0.0012, -0.0637, -0.0688, -0.0604, 0.0074, 0.1203, 0.1100, 0.1091, 0.1097, 0.0966, 0.0672, -0.3479, 0.0698, -0.1434, -0.0016, -0.0582, -0.0573, -0.0597, 0.0010, 0.1177

> What is the formula in the first record?

C56H48Cl4O5PS2Ta